Computed, not measured: one molecule with the formula C3H4OS, with ωB97M-V/def2-TZVPD.

ORCA input file:
```
! wB97M-V def2-TZVPD RIJCOSX def2/J DEFGRID3
* xyz 0 1
C 0.00 1.43 -0.21
C -0.34 0.20 -0.03
S -1.95 -0.51 0.09
C 0.86 -0.87 0.15
O 1.89 -0.38 0.12
H 0.98 1.83 -0.34
H -0.82 2.08 -0.27
H -1.41 -1.63 0.19
H 0.78 -2.16 0.30
*
```

Properties
ΔE to the lowest compared entry with this formula, charge and spin: 1.9619 eV
E: -590.0526 Eh
SMILES: C=C(S)C=O
HOMO-LUMO gap: 9.62 eV